Record 1
Formula: C3H10N2Si2
Source: the OMol25 dataset
Level of theory: ωB97M-V/def2-TZVPD

Structure (XYZ):
```
17
C3H10N2Si2 (ωB97M-V/def2-TZVPD)
C -2.61138 1.20726 0.18308
C -1.29143 1.36020 0.04520
C -0.71011 -1.88147 -0.00913
N 1.20338 0.04819 1.09402
N 1.13314 0.17854 -1.36623
Si 2.47822 0.39732 -0.08972
Si -0.09342 -0.09795 -0.13172
H -3.17066 2.07633 0.35522
H -3.01007 0.23722 -0.02794
H -0.62859 2.12417 0.42002
H -0.61552 -2.40848 -0.99976
H -0.07403 -2.31455 0.78036
H -1.68449 -1.97884 0.37844
H 1.55507 -0.50650 1.91076
H 1.11585 0.58879 -2.25481
H 3.04682 1.72625 0.16583
H 3.35724 -0.75648 -0.45363
```

Record 2
Formula: C3H10N3
Source: the OMol25 dataset
Level of theory: ωB97M-V/def2-TZVPD

## Properties
Structure (SMILES): C[NH2+][C@@H]1N[C@H]1N
Charge: +1

Structure (XYZ):
```
16
C3H10N3 (ωB97M-V/def2-TZVPD)
C 0.42951 1.40967 -0.19352
C -0.46623 0.30968 0.22070
C 0.25612 -2.10030 -0.07358
N -1.29157 1.28636 -0.40180
N 0.99988 2.30184 0.65809
N -0.46856 -0.93896 -0.62114
H 0.81984 1.39571 -1.20120
H -0.56056 0.03743 1.27443
H 1.31071 -1.86229 0.05653
H -0.16237 -2.38112 0.89157
H 0.16484 -2.94834 -0.74977
H -1.83148 1.86931 0.22250
H 1.21579 3.20520 0.26191
H 0.63466 2.36767 1.59767
H -1.46083 -1.16859 -0.78172
H -0.09430 -0.67365 -1.54176
```

Record 3
Formula: C3H10N3
Source: the OMol25 dataset
Level of theory: ωB97M-V/def2-TZVPD

## Properties
Charge: +1

Structure (XYZ):
```
16
C3H10N3 (ωB97M-V/def2-TZVPD)
C -0.66010 1.44177 -0.60778
C -0.84133 1.48389 0.92669
C 0.24464 0.67210 0.35790
N -0.65382 -1.65920 -0.31141
N 1.33044 0.02166 0.58938
N 2.19010 -0.54654 -0.28251
H -1.42120 0.91528 -1.23462
H -0.09711 2.15644 -1.14991
H -0.65010 2.52355 1.45054
H -1.65839 0.97244 1.32616
H -1.52280 -1.22809 -0.26491
H -0.59850 -2.19063 0.52996
H 1.72976 0.30422 1.44233
H 2.36868 -1.55673 0.08340
H -0.52422 -2.06427 -1.19473
H 1.70318 -0.71995 -1.19622
```

no.,HOMO level (hartree),HOMO-LUMO gap (eV),LUMO level (eV)
1,-0.3332,9.90,0.837
2,-0.4843,10.10,-3.080
3,-0.5211,10.02,-4.155